{"formula": "C6H12N2", "method": "ωB97M-V with the def2-TZVPD basis set", "orbital_gap_ev": 9.10, "homo_energy_ev": -8.286, "fmax_ev_per_a": 6.61, "relative_energy_ev": 5.0377, "total_energy_ha": -345.1427, "species": ["C", "C", "C", "C", "C", "C", "H", "H", "H", "H", "H", "H", "H", "H", "H", "H", "H", "H", "N", "N"], "xyz": [[-0.6469, -0.7794, 2.0676], [0.5746, -0.5628, 1.2354], [0.8382, -1.9615, 0.8954], [-0.9262, 0.2658, -0.5252], [-0.1668, 1.9324, -2.2258], [1.0838, 2.3300, -1.8867], [-1.5626, -1.3160, 1.4812], [-0.5624, -1.6881, 2.7986], [-1.0421, 0.1605, 3.0345], [1.2260, -0.1649, 2.0899], [0.0126, -2.5018, 0.4123], [1.3183, -2.6138, 1.7061], [1.6583, -2.1924, 0.1729], [-1.8216, -0.2962, -0.2760], [-1.9385, 0.8896, -2.4314], [-0.2769, 2.3200, -3.2172], [1.4920, 1.9951, -0.9653], [1.4629, 3.1397, -2.5427], [0.4056, 0.0810, -0.0922], [-1.1282, 0.9627, -1.7313]], "lowdin_charge": [-0.192, -0.524, -0.172, -0.126, -0.211, -0.008, 0.092, 0.076, 0.168, 0.155, 0.083, 0.102, 0.082, 0.101, 0.165, 0.074, 0.012, 0.060, 0.077, -0.015]}

---

{"formula": "C10H19BrO2", "method": "ωB97M-V with the def2-TZVPD basis set", "orbital_gap_ev": 10.21, "smiles": "CC1(C)COC(CCCCBr)OC1", "homo_energy_ev": -9.434, "fmax_ev_per_a": 1.91, "relative_energy_ev": 0.0000, "total_energy_ha": -3116.9001, "species": ["Br", "O", "O", "C", "C", "C", "C", "C", "C", "C", "C", "C", "C", "H", "H", "H", "H", "H", "H", "H", "H", "H", "H", "H", "H", "H", "H", "H", "H", "H", "H", "H"], "xyz": [[3.9947, 0.9462, 0.3149], [-0.9533, 0.3985, 0.8627], [-0.5472, -0.1957, -1.3728], [-2.1712, -2.5809, -0.6484], [-0.2498, -3.1959, 0.8187], [3.1641, 2.7522, 0.5614], [-1.4555, -0.9498, 1.1462], [0.0432, -1.3912, -0.8080], [-1.1341, 0.7553, -0.4719], [1.6038, 2.6534, 0.6148], [-0.5482, 2.1418, -0.7926], [1.0132, 2.1671, -0.7119], [-0.9495, -2.0468, 0.1218], [-2.7631, -1.7772, -1.0817], [-1.8009, -3.2659, -1.4218], [-2.8824, -3.1077, 0.0454], [-1.0020, -3.8816, 1.2241], [0.3801, -2.8284, 1.6113], [0.4026, -3.7551, 0.1571], [3.4592, 3.3884, -0.2746], [3.4967, 3.2701, 1.4897], [-1.0676, -1.2385, 2.1398], [-2.5405, -0.9098, 1.2120], [0.3472, -2.0844, -1.6162], [0.9511, -1.0873, -0.2667], [-2.2077, 0.8123, -0.6663], [1.2118, 3.6569, 0.7852], [1.2874, 2.0201, 1.4363], [-1.0020, 2.8970, -0.1869], [-0.8395, 2.3454, -1.8292], [1.3241, 2.8979, -1.4307], [1.4353, 1.1937, -0.9615]], "lowdin_charge": [0.564, -0.070, -0.090, -0.043, -0.050, -0.547, -0.074, -0.132, -0.381, -0.290, -0.085, -0.206, -0.518, 0.078, 0.091, 0.099, 0.090, 0.080, 0.085, 0.053, 0.069, 0.128, 0.120, 0.144, 0.127, 0.148, 0.109, 0.099, 0.108, 0.119, 0.100, 0.074]}

---

{"formula": "C32H50F4IN2O27PSi2", "method": "ωB97M-V with the def2-TZVPD basis set", "orbital_gap_ev": 7.95, "homo_energy_ev": -9.390, "fmax_ev_per_a": 10.12, "total_energy_ha": -5007.8130, "species": ["N", "Si", "C", "C", "C", "F", "C", "C", "C", "I", "O", "Si", "C", "C", "C", "F", "N", "C", "O", "F", "C", "O", "F", "P", "O", "O", "O", "H", "H", "H", "H", "H", "H", "H", "H", "H", "H", "H", "H", "H", "H", "H", "H", "H", "H", "H", "H", "H", "H", "C", "C", "O", "C", "O", "O", "H", "H", "H", "H", "C", "C", "O", "C", "O", "O", "H", "H", "H", "H", "C", "C", "O", "C", "O", "O", "H", "H", "H", "H", "C", "C", "O", "C", "O", "O", "H", "H", "H", "H", "C", "C", "O", "C", "O", "O", "H", "H", "H", "H", "C", "C", "O", "C", "O", "O", "H", "H", "H", "H", "C", "C", "O", "C", "O", "O", "H", "H", "H", "H"], "xyz": [[2.3607, 2.3564, 6.0906], [1.7926, 1.5636, 4.5357], [2.6068, -0.1898, 4.4243], [4.1556, -0.2583, 4.9605], [5.1859, -1.0635, 3.9444], [5.5328, -2.4258, 4.4384], [2.3044, 2.7614, 3.1200], [3.9576, 2.6792, 2.8806], [4.8083, 3.6718, 3.8699], [4.6344, 5.7508, 3.1016], [0.0678, 1.3164, 4.7299], [-0.7689, 1.0836, 3.2078], [0.1853, 0.0682, 1.8810], [0.2516, -1.5689, 2.2177], [1.4282, -2.2117, 1.2184], [1.2221, -1.8787, -0.2130], [-1.3620, 2.5829, 2.4137], [-2.8706, 2.6677, 2.3527], [-3.5759, 2.3072, 1.2451], [-3.7248, 3.2078, 3.4755], [-0.9161, 3.8456, 3.1147], [-1.0398, 4.1296, 4.4131], [-0.2809, 4.8982, 2.2365], [-2.5801, -0.1387, 3.7056], [-3.4468, 0.5745, 4.8634], [-2.0990, -1.6946, 4.4158], [-3.5325, -0.5440, 2.2982], [3.2926, 1.9844, 6.3766], [1.6176, 2.1536, 6.8085], [1.9536, -0.8924, 5.1323], [2.6293, -0.5907, 3.3006], [4.5809, 0.8540, 5.0235], [4.2133, -0.7378, 6.0276], [4.8072, -1.0358, 2.8370], [6.2090, -0.4497, 3.9564], [1.8305, 2.5399, 2.0735], [2.0786, 3.8904, 3.3786], [4.3492, 1.5687, 2.8580], [4.1131, 3.0914, 1.7712], [5.9709, 3.4081, 3.8223], [4.4330, 3.5883, 4.9844], [-0.4664, 0.1314, 0.8822], [1.2419, 0.4990, 1.5846], [0.5276, -1.7064, 3.3470], [-0.7469, -2.1105, 1.8953], [1.4464, -3.3947, 1.2879], [2.4999, -1.8230, 1.5056], [-2.4699, -2.4033, 3.7940], [-3.0107, -0.2940, 1.4610], [-7.4982, -1.8674, 1.0983], [-6.5184, -2.2273, 2.1677], [-6.3823, -3.6286, 2.0261], [-6.7273, -3.9330, 0.7408], [-6.5641, -5.0258, 0.2243], [-7.2775, -2.8551, 0.1091], [-7.3234, -0.8670, 0.6930], [-8.5358, -1.9363, 1.4414], [-5.5403, -1.7595, 2.0133], [-6.8808, -1.9717, 3.1672], [0.3521, 5.8974, -1.6737], [0.7792, 5.4123, -0.3263], [2.1381, 5.0689, -0.5198], [2.5816, 5.7913, -1.5899], [3.7500, 5.8701, -1.9311], [1.5477, 6.4143, -2.2272], [-0.4146, 6.6746, -1.6127], [-0.0123, 5.0871, -2.3138], [0.7172, 6.1938, 0.4384], [0.2030, 4.5441, 0.0052], [1.4904, -6.2022, -1.6056], [2.5862, -7.0408, -1.0319], [2.4184, -6.8846, 0.3644], [1.1150, -6.5351, 0.5709], [0.5805, -6.4853, 1.6661], [0.4881, -6.2496, -0.6076], [1.1141, -6.5996, -2.5522], [1.7941, -5.1604, -1.7523], [2.4777, -8.1007, -1.2848], [3.5774, -6.7006, -1.3439], [-2.0479, -4.8711, -5.4639], [-1.6208, -5.3562, -4.1165], [-0.2619, -5.6996, -4.3100], [0.1816, -4.9772, -5.3801], [1.3500, -4.8985, -5.7213], [-0.8523, -4.3542, -6.0174], [-2.8146, -4.0939, -5.4029], [-2.4123, -5.6814, -6.1040], [-1.6828, -4.5747, -3.3518], [-2.1970, -6.2244, -3.7850], [2.3904, 1.2161, -3.7199], [3.4862, 0.3775, -3.1462], [3.3184, 0.5337, -1.7499], [2.0150, 0.8832, -1.5434], [1.4805, 0.9330, -0.4482], [1.3881, 1.1687, -2.7220], [2.0141, 0.8187, -4.6665], [2.6941, 2.2578, -3.8667], [3.3777, -0.6824, -3.3992], [4.4774, 0.7177, -3.4583], [-0.6927, -3.5908, -9.8077], [-1.0000, -4.7309, -10.7235], [-1.6386, -5.6665, -9.8755], [-2.1579, -4.9624, -8.8275], [-2.9180, -5.4273, -7.9946], [-1.7166, -3.6706, -8.8340], [-0.7200, -2.6256, -10.3208], [0.2768, -3.7028, -9.3112], [-1.6921, -4.4493, -11.5241], [-0.0989, -5.1622, -11.1680], [-3.0098, 7.5927, 2.7859], [-3.4394, 8.6436, 1.8143], [-2.3000, 8.8121, 0.9924], [-1.5782, 7.6562, 1.0727], [-0.6243, 7.3890, 0.3610], [-2.0635, 6.8385, 2.0520], [-3.8412, 6.9610, 3.1107], [-2.5176, 8.0150, 3.6682], [-4.2798, 8.3189, 1.1917], [-3.7044, 9.5829, 2.3074]], "lowdin_charge": [-0.066, 0.448, -0.242, -0.217, -0.145, -0.139, -0.251, -0.326, -0.628, 0.683, -0.298, 0.484, -0.265, -0.186, -0.119, -0.133, 0.017, -0.222, 0.024, 0.002, -0.212, 0.080, -0.003, 0.682, -0.382, -0.246, -0.256, 0.018, 0.048, 0.111, 0.065, 0.087, 0.128, 0.112, 0.128, 0.076, 0.077, 0.093, 0.103, 0.069, 0.050, 0.108, 0.069, 0.102, 0.117, 0.129, 0.112, 0.084, 0.086, -0.139, -0.139, 0.063, -0.517, 0.130, 0.060, 0.137, 0.135, 0.106, 0.142, -0.137, -0.167, 0.046, -0.518, 0.116, 0.069, 0.122, 0.134, 0.101, 0.126, -0.142, -0.137, 0.061, -0.525, 0.125, 0.059, 0.124, 0.139, 0.137, 0.139, -0.147, -0.127, 0.038, -0.509, 0.121, 0.060, 0.147, 0.112, 0.137, 0.143, -0.135, -0.135, 0.069, -0.491, 0.088, 0.069, 0.139, 0.138, 0.138, 0.140, -0.134, -0.138, 0.072, -0.494, 0.112, 0.062, 0.138, 0.140, 0.137, 0.139, -0.128, -0.134, 0.080, -0.457, 0.093, 0.048, 0.142, 0.143, 0.138, 0.140]}

---

{"formula": "C3H11N3OS", "method": "ωB97M-V with the def2-TZVPD basis set", "orbital_gap_ev": 9.39, "homo_energy_ev": -8.618, "fmax_ev_per_a": 3.24, "relative_energy_ev": 3.5077, "total_energy_ha": -758.4833, "species": ["C", "C", "C", "N", "N", "N", "O", "S", "H", "H", "H", "H", "H", "H", "H", "H", "H", "H", "H"], "xyz": [[1.1205, -1.8530, -1.6376], [-0.1772, 0.3758, 2.1299], [0.6672, 1.7214, 0.2151], [0.4502, -0.5784, -1.5786], [-1.7946, 0.4685, -0.7569], [0.3232, 0.4147, 0.7675], [-0.9283, -1.7387, 0.2298], [-0.4357, -0.5061, -0.3409], [0.5205, -2.7326, -1.4133], [1.8634, -1.8443, -0.8761], [1.4947, -2.1136, -2.6800], [-0.7500, -0.4749, 2.3114], [0.4812, 0.2991, 2.9600], [-0.8888, 1.2210, 2.3168], [1.2589, 1.6061, -0.8350], [-0.1642, 2.4216, 0.2974], [1.3619, 2.1852, 0.9049], [-2.6540, 0.0289, -0.4898], [-1.7488, 1.0993, -1.5247]], "lowdin_charge": [-0.229, -0.099, -0.133, -0.286, -0.055, -0.362, -0.305, 0.654, 0.052, 0.053, 0.093, 0.050, 0.077, 0.105, 0.139, 0.070, 0.072, 0.053, 0.052]}

---

{"formula": "C18H23FN6O4", "method": "ωB97M-V with the def2-TZVPD basis set", "orbital_gap_ev": 9.45, "smiles": "Cc1nccn1[C@H](C)C(=O)NC[C@@H]1CCCN(C(=O)c2nc(O)nc(O)c2F)C1", "homo_energy_ev": -8.984, "fmax_ev_per_a": 0.57, "relative_energy_ev": 0.5573, "total_energy_ha": -1429.1450, "species": ["C", "C", "N", "C", "C", "N", "C", "C", "C", "O", "N", "C", "C", "C", "C", "C", "N", "C", "O", "C", "N", "C", "O", "N", "C", "O", "C", "F", "C", "H", "H", "H", "H", "H", "H", "H", "H", "H", "H", "H", "H", "H", "H", "H", "H", "H", "H", "H", "H", "H", "H", "H"], "xyz": [[1.3329, 1.0732, 2.6639], [1.5645, 1.0860, 1.1905], [1.1625, 2.0379, 0.3811], [1.5866, 1.6683, -0.8725], [2.2540, 0.4839, -0.8142], [2.2436, 0.1157, 0.5142], [2.7655, -1.1405, 1.0438], [4.2380, -1.3240, 0.7350], [1.9154, -2.2913, 0.4727], [2.3750, -3.1181, -0.2887], [0.6262, -2.2649, 0.8849], [-0.4221, -3.0757, 0.2847], [-1.1764, -2.3591, -0.8368], [-0.3325, -2.1694, -2.0937], [-1.1283, -1.4198, -3.1578], [-1.6808, -0.1176, -2.6036], [-2.5158, -0.3943, -1.4155], [-3.2098, 0.7678, -1.0064], [-4.2994, 1.0514, -1.4189], [-2.5532, 1.6763, 0.0205], [-2.6335, 1.3371, 1.3162], [-2.0934, 2.1937, 2.1548], [-2.1756, 1.8712, 3.4571], [-1.4757, 3.3381, 1.8642], [-1.3739, 3.6453, 0.5865], [-0.7498, 4.7592, 0.2230], [-1.9293, 2.8205, -0.3921], [-1.8230, 3.1387, -1.6908], [-1.7018, -1.0089, -0.3611], [0.8591, 2.0155, 2.9284], [0.6702, 0.2645, 2.9836], [2.2662, 0.9845, 3.2226], [1.3914, 2.2824, -1.7365], [2.7269, -0.1212, -1.5685], [2.6132, -1.1085, 2.1240], [4.5985, -2.2474, 1.1846], [4.4010, -1.3992, -0.3383], [4.8089, -0.4838, 1.1289], [0.3385, -1.4799, 1.4461], [0.0496, -3.9804, -0.0967], [-1.1178, -3.3635, 1.0754], [-2.0429, -2.9804, -1.0880], [0.5626, -1.5926, -1.8391], [0.0106, -3.1352, -2.4697], [-0.4994, -1.2008, -4.0232], [-1.9624, -2.0357, -3.5037], [-0.8491, 0.5517, -2.3333], [-2.3017, 0.3881, -3.3426], [-1.7837, 2.6008, 3.9537], [-0.3631, 5.1469, 1.0205], [-2.3175, -1.1275, 0.5318], [-0.8491, -0.3588, -0.1010]], "lowdin_charge": [-0.006, -0.365, 0.116, -0.132, -0.062, -0.010, -0.234, -0.026, -0.450, 0.081, 0.090, -0.127, -0.280, -0.156, -0.163, -0.154, -0.036, -0.368, 0.165, -0.117, 0.210, -0.455, 0.090, 0.209, -0.339, 0.133, -0.159, 0.107, -0.146, 0.071, 0.078, 0.084, 0.103, 0.124, 0.144, 0.091, 0.081, 0.089, 0.121, 0.126, 0.126, 0.152, 0.099, 0.123, 0.115, 0.120, 0.116, 0.131, 0.113, 0.129, 0.131, 0.117]}

---

{"formula": "C2H8N4O", "method": "ωB97M-V with the def2-TZVPD basis set", "orbital_gap_ev": 9.54, "smiles": "NN[C@H](N)C(N)=O", "homo_energy_ev": -8.651, "fmax_ev_per_a": 3.00, "relative_energy_ev": 2.7577, "total_energy_ha": -375.2053, "species": ["C", "N", "C", "N", "N", "N", "O", "H", "H", "H", "H", "H", "H", "H", "H"], "xyz": [[0.6294, -0.6183, 0.5486], [-1.1081, -0.4548, 0.2728], [1.2920, 0.0107, -0.6537], [-1.6823, -0.3728, -0.9964], [0.6066, 0.1931, 1.6904], [1.0858, 1.3423, -0.8251], [1.9195, -0.6614, -1.4490], [-1.5304, -1.2284, 0.7949], [0.9806, -1.6440, 0.6950], [-2.1419, 0.5179, -1.1128], [-2.3174, -1.1322, -1.2411], [-0.3209, 0.7285, 1.5256], [0.4987, -0.3550, 2.5380], [0.5994, 1.9006, -0.1463], [1.4891, 1.7738, -1.6409]], "lowdin_charge": [-0.239, -0.117, -0.548, -0.046, -0.005, 0.170, 0.045, 0.088, 0.135, 0.067, 0.076, 0.101, 0.072, 0.089, 0.111]}